Molecular formula: C2H5BrO2S2
Method: DFT, ωB97M-V/def2-TZVPD

Geometry as XYZ:
```
12
C2H5BrO2S2 ωB97M-V/def2-TZVPD
C -1.34 1.05 0.97
S 0.52 0.89 1.01
O 1.15 2.02 1.57
S 1.12 -0.81 1.61
O 0.70 1.07 -0.73
C 1.25 0.14 -1.67
Br 0.28 -1.56 -1.52
H -1.67 0.20 0.45
H -1.63 1.03 2.03
H -1.81 2.02 0.58
H 0.86 0.67 -2.57
H 2.24 -0.16 -1.44
```

Its spin multiplicity is 1. The HOMO energy comes out at -9.32 eV. Its energy above the lowest of the compared OMol25 structures with the same formula, charge and spin is 0.0 kcal per mole. The SMILES is C[S@@](=O)(=S)OCBr. The value obtained for the HOMO-LUMO gap is 9.9 eV.

***

Molecular formula: C2H5Cl2NO2S
Method: DFT, ωB97M-V/def2-TZVPD

Geometry as XYZ:
```
13
C2H5Cl2NO2S ωB97M-V/def2-TZVPD
C -1.65 0.13 1.13
C 1.11 0.00 -2.13
N -0.23 0.08 1.29
O 1.77 -0.24 2.63
O 1.37 0.70 -1.04
S 0.33 -0.27 2.67
Cl 1.53 -1.75 -1.99
Cl -0.66 0.05 -2.55
H -1.94 1.17 0.96
H -1.93 -0.44 0.25
H -2.18 -0.25 2.01
H 1.64 0.41 -2.99
H 0.84 0.41 -0.25
```

Its spin multiplicity is 1. The HOMO energy comes out at -10.62 eV. Its energy above the lowest of the compared OMol25 structures with the same formula, charge and spin is 0.0 kcal per mole. The value obtained for the HOMO-LUMO gap is 9.5 eV.

***

Molecular formula: C2H5Cl2P
Method: DFT, ωB97M-V/def2-TZVPD

Geometry as XYZ:
```
10
C2H5Cl2P ωB97M-V/def2-TZVPD
C -1.45 -0.40 -0.33
C -0.32 0.35 0.32
P 2.33 0.12 0.85
Cl 2.81 -1.49 -0.39
Cl 2.98 1.66 -0.30
H -1.60 -0.27 -1.36
H -2.41 -0.12 0.11
H -0.44 1.41 -0.05
H -1.37 -1.39 -0.19
H -0.53 0.15 1.34
```

Its spin multiplicity is 1. The HOMO energy (alpha / beta) comes out at -8.29 / -8.67 eV. Its energy above the lowest of the compared OMol25 structures with the same formula, charge and spin is 39.6 kcal per mole. The value obtained for the HOMO-LUMO gap (alpha / beta) is 7.8 / 7.9 eV.